No. 1
32
Properties=species:S:1:pos:R:3 method="wB97M-V/def2-TZVPD" multiplicity=1 energy_ha=-1015.72632 orbital_gap_ev=9.72 homo_ev=-12.515 charge=+1
C 3.37 -1.27 3.07
C 2.17 -1.81 3.41
C 3.47 -0.28 2.12
C 1.04 -1.45 2.73
C 2.35 0.16 1.45
C 1.15 -0.48 1.76
C -0.08 -0.08 0.94
C -1.62 -2.02 -1.81
C -0.32 2.90 -2.49
C -1.18 0.44 1.40
C -2.06 -0.59 -1.92
C -0.64 2.15 -1.28
O 0.12 -0.37 -0.41
O 0.59 0.14 -2.71
S -0.38 0.32 -1.65
H 4.30 -1.70 3.45
H 2.13 -2.54 4.23
H 4.52 0.13 2.00
H 0.08 -1.89 2.71
H 2.28 0.92 0.68
H -1.18 -2.03 -0.78
H -2.51 -2.80 -1.90
H -1.02 -2.48 -2.72
H -0.49 2.22 -3.42
H -1.18 3.57 -2.62
H 0.68 3.27 -2.49
H -2.00 0.56 0.81
H -1.29 0.74 2.39
H -2.74 -0.10 -1.19
H -2.31 -0.43 -2.95
H -1.67 2.11 -0.88
H 0.07 2.36 -0.44



No. 2
12
Properties=species:S:1:pos:R:3 method="wB97M-V/def2-TZVPD" multiplicity=1 energy_ha=-410.77597 orbital_gap_ev=9.94 homo_ev=-9.569 charge=0
C 1.21 1.13 1.47
C -0.81 -1.02 -1.55
C -0.39 -0.97 0.56
H 2.50 1.37 1.71
H 0.30 0.69 2.11
H -1.18 1.12 -1.58
H -0.70 -1.02 -2.90
N 0.93 1.17 0.32
N -0.51 0.51 0.11
N -0.56 0.31 -1.26
N -0.95 -1.79 -0.50
O 0.16 -1.49 1.51



No. 3
35
Properties=species:S:1:pos:R:3 method="wB97M-V/def2-TZVPD" multiplicity=2 energy_ha=-2006.24396 orbital_gap_ev="6.17 / 6.02" s_squared=0.7776 homo_ev="-10.619 / -10.344" charge=+1
V -0.69 1.90 -0.13
N 1.20 0.85 -2.46
N 0.33 1.15 -3.53
C -0.93 1.52 -3.26
N -1.78 1.74 -4.27
N -1.27 1.58 -1.97
N -2.53 2.00 -1.57
O -2.57 1.93 -0.25
O -3.27 2.72 -2.22
H 2.15 0.99 -2.79
H 1.08 -0.11 -2.15
H 0.53 0.78 -4.44
H -1.44 1.77 -5.22
H -2.68 2.13 -4.05
N 2.09 2.58 0.88
N 0.82 3.21 0.61
H 2.81 3.28 0.98
H 2.31 1.96 0.10
H 0.93 4.05 0.05
H 0.46 3.52 1.51
C -1.52 -2.87 2.92
Si 0.15 -2.47 2.19
C 0.67 -3.77 0.96
C 1.45 -2.23 3.50
C -0.04 -0.85 1.27
C -0.17 0.22 0.69
H -1.46 -3.80 3.49
H -2.27 -2.99 2.14
H -1.85 -2.08 3.59
H 0.78 -4.73 1.46
H 1.64 -3.53 0.50
H -0.06 -3.89 0.16
H 1.56 -3.14 4.08
H 1.17 -1.42 4.19
H 2.41 -1.98 3.06



No. 4
12
Properties=species:S:1:pos:R:3 method="wB97M-V/def2-TZVPD" multiplicity=1 energy_ha=-571.25525 orbital_gap_ev=9.15 homo_ev=-8.812 charge=0
C 0.93 0.40 -0.21
C -0.37 0.27 0.49
C -1.75 0.46 -0.03
H 1.78 -1.49 -1.09
H 1.54 -1.46 1.28
H 1.18 1.46 -0.14
H 0.66 0.22 -1.25
H -0.19 0.18 1.51
H -2.57 1.07 0.47
H -1.80 0.92 -1.08
N 1.94 -0.78 0.09
S -1.35 -1.23 -0.04